{"formula": "C14H31BrN4O2P3S", "method": "wB97M-V/def2-TZVPD", "charge": -1, "e_homo_ev": -3.0669, "gap_ev": 4.93, "lumo_ev": 1.9, "symbols": ["C", "C", "C", "P", "Br", "C", "C", "N", "C", "O", "C", "C", "P", "O", "P", "S", "H", "H", "H", "H", "H", "H", "H", "H", "H", "H", "H", "H", "H", "H", "H", "H", "H", "H", "H", "H", "H", "H", "C", "C", "N", "H", "H", "H", "C", "C", "N", "H", "H", "H", "C", "C", "N", "H", "H", "H"], "xyz": [[-3.2790, 0.3316, -4.2744], [-2.6380, 0.9303, -3.0338], [-2.4336, 0.1361, -1.6212], [-0.6470, -0.3934, -1.1983], [-0.6043, -1.6545, -3.1004], [-1.3531, -1.7848, -0.1112], [-1.3261, -3.2967, -0.7122], [-1.6972, -4.2106, 0.4796], [-0.5174, 0.8253, 0.2989], [-1.5191, 0.5988, 1.3473], [-1.2848, 1.6269, 2.3931], [-2.0677, 3.0424, 2.0403], [0.2638, 1.2196, -2.4004], [0.5177, 0.8200, -3.9104], [1.3727, -1.2015, -0.7676], [1.9316, -2.2889, -2.3313], [-3.1155, -0.8093, -4.5732], [-3.9383, 1.0351, -4.9523], [-2.3697, 2.0869, -3.1648], [-2.9781, 0.7682, -0.7925], [-3.0643, -0.8741, -1.7109], [-0.6923, -1.8184, 0.8833], [-2.4665, -1.5819, 0.2683], [-2.1787, -3.5341, -1.5132], [-0.2641, -3.6940, -1.0472], [-0.8789, -4.1377, 1.1208], [-2.4771, -3.6732, 0.9638], [-0.6940, 1.9276, -0.1164], [0.5712, 0.8158, 0.7283], [-0.1292, 1.8480, 2.5261], [-1.7677, 1.2251, 3.3983], [-1.9048, 3.4046, 0.9303], [-3.2137, 2.9204, 2.2484], [-1.6175, 3.8539, 2.7533], [-0.4347, 2.4984, -2.2519], [1.5935, 1.4585, -1.8204], [2.3793, -0.1828, -0.6251], [1.4012, -2.1034, 0.3542], [0.5748, -2.6381, 4.5326], [0.6157, -2.9989, 3.0566], [0.6497, -3.2983, 1.8322], [1.1805, -1.7462, 4.7153], [-0.4555, -2.4376, 4.8390], [0.9693, -3.4649, 5.1296], [0.3924, 6.3882, 3.5349], [0.7342, 5.2850, 2.5467], [1.0177, 4.3698, 1.7269], [0.6100, 7.3647, 3.0935], [-0.6693, 6.3425, 3.7923], [0.9851, 6.2692, 4.4461], [5.6923, -2.4814, -3.5627], [7.0120, -2.8065, -2.8822], [8.1068, -3.0763, -2.3177], [4.8732, -2.5543, -2.8418], [5.7214, -1.4658, -3.9669], [5.5110, -3.1848, -4.3800]], "forces_ev_per_a": [[1.732, 1.479, 3.369], [-2.448, -1.292, -3.637], [-2.165, 0.433, -1.856], [-3.331, 0.285, 2.271], [-2.565, -0.512, -1.834], [-0.220, -1.714, 1.476], [-0.637, -1.087, 1.024], [-0.307, 1.427, 0.075], [0.276, 1.635, 0.172], [1.970, 1.961, 0.964], [-0.870, 0.586, 0.098], [0.303, -0.248, 0.217], [2.280, 0.003, -5.131], [-0.547, 1.927, 3.506], [2.558, -1.598, -0.950], [2.563, -0.408, 1.021], [-0.897, 2.595, 1.163], [2.072, -1.399, 1.039], [-1.174, -2.499, 0.781], [1.205, -1.007, -1.437], [1.459, 2.309, -0.010], [-1.597, 0.115, -2.184], [2.392, -0.281, -0.890], [2.242, 0.929, 1.503], [-2.275, 1.210, 0.300], [-1.235, -0.207, -0.688], [1.231, -1.039, -0.559], [0.467, -2.058, 0.829], [-1.834, 0.059, -0.342], [-2.350, -0.567, -0.250], [1.142, 0.690, -2.042], [-0.256, -0.869, 2.294], [2.192, 0.236, -0.449], [-0.993, -1.405, -1.310], [0.516, -0.685, 0.191], [-1.075, 0.319, 0.043], [-0.534, -0.413, 0.685], [0.142, 1.239, -0.256], [0.003, -0.272, -1.265], [0.345, -2.010, -7.900], [0.262, 2.208, 10.485], [-0.081, -0.140, -0.159], [0.130, -0.044, -0.179], [-0.044, 0.075, -0.217], [0.282, -0.921, -0.832], [1.936, -6.042, -5.442], [-2.228, 7.359, 6.598], [-0.007, -0.227, -0.018], [0.157, -0.086, -0.119], [-0.054, -0.072, -0.205], [1.142, -0.277, 0.584], [7.178, -1.762, 3.645], [-8.659, 2.139, -4.480], [0.013, 0.027, -0.009], [0.072, -0.163, 0.135], [0.121, 0.061, 0.180]], "nbo_charge": [-0.444, -0.204, -0.833, 0.815, -0.269, -0.822, -0.260, -0.866, -0.444, -0.575, -0.074, -0.652, 1.057, -1.096, 0.436, -0.679, 0.226, 0.189, 0.196, 0.235, 0.247, 0.227, 0.229, 0.211, 0.233, 0.358, 0.322, 0.182, 0.178, 0.187, 0.177, 0.229, 0.208, 0.192, -0.072, -0.071, -0.007, 0.036, -0.706, 0.336, -0.383, 0.255, 0.255, 0.251, -0.711, 0.275, -0.320, 0.253, 0.253, 0.251, -0.728, 0.309, -0.395, 0.298, 0.254, 0.249]}

***

{"formula": "C14H31F3INO5P", "method": "wB97M-V/def2-TZVPD", "de_lowest_kj_mol": 0.0, "charge": 1, "e_homo_ev": -11.2926, "gap_ev": 8.68, "lumo_ev": -2.6, "symbols": ["C", "C", "N", "C", "C", "C", "I", "C", "C", "C", "F", "C", "F", "F", "P", "C", "O", "H", "H", "H", "H", "H", "H", "H", "H", "H", "H", "H", "H", "H", "H", "H", "C", "O", "H", "H", "H", "H", "C", "O", "H", "H", "H", "H", "C", "O", "H", "H", "H", "H", "C", "O", "H", "H", "H", "H"], "xyz": [[0.4831, -2.6816, 1.6209], [0.2527, -1.5853, 1.2084], [-0.0030, -0.2799, 0.7496], [-1.5175, -0.2170, 0.6347], [-2.1491, 1.1156, 0.1937], [-1.2568, 2.3160, -0.1734], [-1.4394, 3.8697, 1.2900], [0.5794, 0.6337, 1.8078], [2.0572, 0.3224, 2.1776], [2.8629, 1.5870, 2.3228], [3.0397, 2.0372, 3.5898], [3.4788, 2.2448, 1.3093], [2.8325, 2.7969, 0.2964], [4.7710, 2.4373, 1.1827], [0.9809, -0.1455, -0.9153], [-0.2326, -0.1181, -2.2542], [1.6898, -1.5725, -1.1383], [0.6022, -3.6750, 1.9881], [-1.9106, -0.5185, 1.6037], [-1.8189, -1.0142, -0.0391], [-2.7954, 0.9148, -0.6573], [-2.8348, 1.4252, 0.9717], [-1.5972, 2.7286, -1.1168], [-0.1919, 2.1280, -0.2775], [-0.0328, 0.4817, 2.6956], [0.5026, 1.6773, 1.5359], [2.0923, -0.1457, 3.1574], [2.5597, -0.2674, 1.4181], [-0.3764, 0.9295, -2.5148], [-1.2107, -0.5492, -2.0553], [0.2514, -0.5909, -3.1081], [2.4730, -1.6333, -0.5656], [-5.1380, 4.0408, -0.5005], [-4.8025, 2.8853, 0.2788], [-4.4258, 4.1031, -1.3186], [-6.1455, 3.9540, -0.9091], [-5.0680, 4.9457, 0.1046], [-5.4365, 2.8508, 1.0030], [2.9449, -3.0891, -4.3573], [3.5798, -2.9300, -3.0912], [3.7223, -3.1074, -5.1154], [2.3845, -4.0256, -4.4009], [2.2681, -2.2546, -4.5654], [2.8917, -2.9123, -2.4220], [-5.0354, -0.5219, 2.0361], [-4.9002, -0.0446, 0.7008], [-4.6833, -1.5510, 2.0588], [-4.4343, 0.0748, 2.7325], [-6.0780, -0.5042, 2.3593], [-5.2147, 0.8694, 0.6761], [5.3272, -2.7203, -0.6792], [4.6032, -3.0274, 0.5212], [4.8595, -1.8432, -1.1196], [6.3728, -2.4944, -0.4622], [5.2636, -3.5439, -1.3869], [5.0028, -3.8054, 0.9185]], "forces_ev_per_a": [[-0.264, 0.124, -0.072], [-0.002, -0.136, 0.119], [-0.340, -1.708, 0.221], [-0.609, 0.385, 0.011], [0.289, 0.168, -0.121], [-0.359, -0.068, 0.034], [0.236, 0.066, -0.109], [0.277, 0.038, 0.659], [-0.954, 1.606, -0.442], [-0.338, 0.443, -0.343], [1.240, -0.958, 0.166], [0.065, -0.057, 0.469], [0.116, -1.261, -0.796], [-0.124, 1.236, 0.682], [1.529, 1.926, -0.496], [-0.366, -0.119, 0.304], [-0.520, -0.283, 0.401], [0.141, 0.018, -0.010], [0.180, 0.107, 0.154], [0.249, -0.062, -0.096], [0.009, -0.127, -0.029], [-0.029, -0.012, 0.024], [0.003, 0.228, 0.048], [0.048, -0.063, 0.012], [-0.227, 0.003, -0.097], [-0.214, -0.067, -0.412], [0.163, -0.356, -0.123], [-0.117, -0.414, 0.149], [0.006, 0.072, 0.084], [0.044, -0.256, -0.134], [-0.039, -0.207, 0.027], [0.090, -0.264, -0.110], [-0.064, -0.055, 0.091], [-0.212, -0.038, 0.040], [0.027, -0.029, 0.004], [0.019, 0.028, -0.057], [0.035, 0.030, -0.047], [0.073, 0.200, 0.087], [-0.064, -0.004, 0.213], [-0.019, 0.009, -0.254], [0.027, 0.014, 0.010], [-0.002, 0.003, -0.079], [0.007, -0.015, -0.085], [-0.064, -0.078, -0.031], [-0.039, 0.149, -0.151], [-0.022, -0.066, 0.239], [-0.011, -0.014, -0.022], [-0.030, -0.049, 0.061], [0.020, -0.044, 0.079], [0.173, -0.211, -0.316], [0.077, -0.197, 0.311], [-0.157, 0.235, -0.132], [0.053, 0.017, -0.064], [-0.014, 0.046, -0.011], [0.037, 0.077, -0.104], [-0.033, -0.008, 0.042]], "nbo_charge": [-0.115, 0.053, -0.499, -0.207, -0.476, -0.542, 0.125, -0.226, -0.479, 0.174, -0.303, 0.717, -0.288, -0.269, 1.291, -1.020, -0.971, 0.270, 0.236, 0.233, 0.251, 0.264, 0.238, 0.204, 0.234, 0.253, 0.270, 0.227, 0.266, 0.259, 0.286, 0.529, -0.249, -0.753, 0.184, 0.180, 0.180, 0.467, -0.247, -0.731, 0.196, 0.170, 0.151, 0.463, -0.257, -0.740, 0.184, 0.154, 0.181, 0.478, -0.251, -0.758, 0.168, 0.175, 0.192, 0.477]}

***

{"formula": "C14H31F6N5O8S2", "method": "wB97M-V/def2-TZVPD", "e_homo_ev": -9.2681, "gap_ev": 9.72, "lumo_ev": 0.4, "symbols": ["N", "H", "H", "H", "H", "C", "F", "F", "F", "S", "O", "O", "N", "S", "O", "O", "C", "F", "F", "F", "C", "O", "N", "C", "C", "H", "H", "H", "H", "H", "H", "H", "C", "O", "N", "C", "C", "H", "H", "H", "H", "H", "H", "H", "C", "O", "N", "C", "C", "H", "H", "H", "H", "H", "H", "H", "C", "C", "O", "C", "H", "H", "H", "H", "H", "H"], "xyz": [[-7.8862, -3.7541, 4.6135], [-7.5246, -4.2849, 3.7908], [-7.1170, -3.9762, 5.2993], [-8.7954, -4.1628, 4.8295], [-7.9797, -2.7458, 4.3822], [-4.9498, -1.9445, 6.2829], [-6.1471, -1.6654, 6.7859], [-5.0005, -1.8822, 4.9562], [-4.0680, -1.0839, 6.7334], [-4.4636, -3.6943, 6.8068], [-3.1531, -3.9237, 6.2366], [-4.4878, -3.6314, 8.2510], [-5.7605, -4.6307, 6.1267], [-5.4919, -6.1416, 6.5060], [-5.7312, -7.0208, 5.3735], [-4.2908, -6.4545, 7.2384], [-6.8841, -6.5123, 7.7445], [-8.0972, -6.3700, 7.2092], [-6.7422, -7.7547, 8.1922], [-6.7644, -5.7007, 8.7985], [-6.0985, -5.9457, 2.3488], [-7.0461, -5.1760, 2.4694], [-4.8140, -5.6236, 2.5834], [-3.8254, -6.6867, 2.4982], [-4.3676, -4.3047, 2.9218], [-6.2145, -6.9951, 2.0551], [-2.9811, -6.2770, 1.9439], [-4.2686, -7.5908, 2.0879], [-3.5205, -6.9882, 3.5052], [-3.8774, -4.3511, 3.8997], [-3.7076, -3.8718, 2.1696], [-5.2044, -3.6346, 3.1131], [-8.3038, -0.1596, 4.2597], [-7.6770, -1.1545, 3.9171], [-9.1742, 0.4987, 3.4850], [-9.6446, -0.0510, 2.2416], [-9.7276, 1.7881, 3.8782], [-8.1571, 0.2920, 5.2521], [-10.7314, -0.1448, 2.1716], [-9.3245, -1.0903, 2.1674], [-9.2684, 0.4986, 1.3779], [-10.6453, 1.6321, 4.4444], [-8.9965, 2.3750, 4.4344], [-9.9055, 2.4082, 3.0002], [-11.0267, -6.2757, 5.0946], [-10.2500, -5.3665, 4.8327], [-10.7806, -7.5629, 4.8739], [-11.6953, -8.6299, 5.2322], [-9.4195, -8.0098, 4.5410], [-11.9713, -6.0939, 5.6311], [-11.3905, -9.0139, 6.2095], [-11.6843, -9.4726, 4.5425], [-12.7274, -8.2834, 5.2597], [-8.8392, -7.1885, 4.1322], [-8.9490, -8.3126, 5.4810], [-9.3992, -8.8929, 3.9068], [-9.2301, -2.0708, 8.8572], [-9.6960, -2.6490, 7.5346], [-9.3674, -2.1455, 6.4826], [-10.7629, -3.6990, 7.6303], [-8.6484, -1.1665, 8.6802], [-8.6746, -2.7639, 9.4867], [-10.1190, -1.7111, 9.3815], [-11.4652, -3.4797, 8.4341], [-10.2496, -4.6394, 7.8541], [-11.3159, -3.8181, 6.7031]], "forces_ev_per_a": [[0.523, -0.487, -0.552], [-0.359, 0.413, -0.198], [-0.945, 0.451, 0.049], [0.046, -0.049, 0.373], [0.335, -0.409, 0.315], [-0.427, -1.496, -0.235], [-0.191, 0.214, -0.006], [-0.004, 0.212, -0.161], [0.285, 0.140, 0.162], [0.498, -0.021, 1.090], [-1.283, 0.079, -0.564], [-0.689, -0.017, -0.857], [2.766, 1.576, 1.241], [-0.013, -2.524, -0.367], [-0.687, 0.797, 0.478], [-0.585, 0.768, 0.031], [1.278, 0.249, -0.082], [-0.176, 0.084, -0.062], [-0.208, -0.272, -0.192], [-0.281, 0.147, -0.232], [0.691, 0.654, 0.535], [-0.199, -0.261, -0.367], [-0.886, -1.109, -0.848], [0.043, 0.423, 0.798], [-0.128, 0.421, 1.195], [-0.183, -0.018, -0.042], [0.126, -0.552, -0.137], [0.118, 0.178, -0.514], [0.245, 0.279, -0.002], [0.409, 0.023, -0.264], [0.028, -0.125, -0.037], [-0.150, -0.149, -0.470], [0.471, 0.044, -0.016], [-0.349, 0.199, -0.069], [-0.422, 0.502, -0.099], [0.035, -1.037, -0.509], [0.305, -0.039, 0.110], [0.000, 0.071, -0.070], [-0.071, 0.585, 0.304], [0.402, 0.156, -0.030], [-0.021, 0.048, 0.028], [-0.070, 0.344, 0.007], [-0.081, -0.283, 0.384], [-0.266, -0.294, -0.153], [0.272, 0.346, 0.343], [-0.231, 0.032, 0.065], [0.453, -1.177, -0.988], [-0.111, 0.120, 0.639], [0.032, 0.212, 0.767], [-0.218, 0.019, -0.312], [-0.294, -0.158, 0.071], [0.317, 0.233, -0.285], [0.075, 0.185, 0.189], [-0.080, -0.046, -0.167], [0.171, 0.036, -0.021], [-0.334, 0.202, -0.300], [0.044, 0.549, -0.238], [-0.644, 1.088, 0.277], [0.160, -0.270, -0.026], [0.111, -0.526, -0.077], [0.320, -0.258, -0.137], [-0.100, -0.097, -0.013], [-0.049, -0.359, 0.192], [0.162, -0.013, 0.128], [-0.198, -0.106, 0.087], [0.212, 0.075, -0.159]], "nbo_charge": [-0.961, 0.450, 0.449, 0.450, 0.454, 0.764, -0.313, -0.313, -0.294, 2.150, -0.908, -0.912, -1.222, 2.212, -0.959, -0.911, 0.726, -0.329, -0.312, -0.314, 0.566, -0.696, -0.401, -0.405, -0.436, 0.122, 0.200, 0.207, 0.219, 0.232, 0.200, 0.232, 0.566, -0.674, -0.420, -0.427, -0.411, 0.134, 0.202, 0.240, 0.201, 0.203, 0.214, 0.212, 0.548, -0.684, -0.409, -0.409, -0.428, 0.115, 0.196, 0.212, 0.213, 0.251, 0.206, 0.204, -0.724, 0.614, -0.574, -0.728, 0.234, 0.246, 0.224, 0.224, 0.244, 0.240]}